Record 1
61
Properties=species:S:1:pos:R:3 method="wB97M-V/def2-TZVPD" largest_force_ev_per_a=0.41 homo_energy_ev=-8.490 smiles="CCCCCCCCCCCCCC1=CC(=O)C(Cl)=CC1=O.c1cc[nH]c1" lumo_energy_ev=-1.52 molar_mass_g_mol=392.0 orbital_gap_ev=6.97 total_energy_ev=-42509.27033
C 1.120 -2.999 0.654
C 1.539 -2.759 -0.803
C 2.717 -1.794 -0.911
C 3.124 -1.480 -2.347
C 2.084 -0.640 -3.115
C 1.336 0.381 -2.254
C 2.262 1.464 -1.664
C 1.997 1.879 -0.215
C 0.571 2.362 0.077
C -0.417 1.257 0.486
C -1.552 1.737 1.413
C -2.960 1.561 0.827
C -3.645 0.269 1.310
C -4.657 -0.258 0.335
C -4.321 -0.866 -0.801
C -5.310 -1.384 -1.772
O -4.976 -1.981 -2.766
C -6.758 -1.138 -1.450
Cl -7.899 -1.683 -2.608
C -7.122 -0.536 -0.324
C -6.112 -0.073 0.659
O -6.462 0.443 1.699
H 1.437 -2.172 1.294
H 0.039 -3.101 0.759
H 1.566 -3.911 1.054
H 1.835 -3.709 -1.256
H 0.689 -2.379 -1.374
H 3.570 -2.259 -0.399
H 2.494 -0.882 -0.353
H 3.280 -2.431 -2.864
H 4.087 -0.964 -2.361
H 2.597 -0.083 -3.907
H 1.374 -1.295 -3.624
H 0.774 -0.125 -1.468
H 0.585 0.862 -2.887
H 3.300 1.127 -1.739
H 2.199 2.361 -2.287
H 2.692 2.686 0.026
H 2.247 1.068 0.478
H 0.183 2.888 -0.802
H 0.613 3.092 0.890
H -0.867 0.824 -0.413
H 0.148 0.452 0.966
H -1.497 1.177 2.351
H -1.393 2.782 1.688
H -3.581 2.418 1.098
H -2.902 1.554 -0.265
H -4.140 0.457 2.261
H -2.885 -0.500 1.470
H -3.284 -1.026 -1.074
H -8.159 -0.356 -0.079
C 3.090 1.311 3.385
C 4.166 1.915 2.680
C 4.771 0.934 1.940
N 4.105 -0.237 2.175
C 3.079 -0.018 3.052
H 2.405 1.796 4.061
H 4.460 2.951 2.711
H 5.610 0.972 1.267
H 4.326 -1.122 1.756
H 2.430 -0.820 3.362

---

Record 2
10
Properties=species:S:1:pos:R:3 method="wB97M-V/def2-TZVPD" largest_force_ev_per_a=1.86 homo_energy_ev=-9.928 smiles="O=CC(C=O)=C(Cl)Cl" lumo_energy_ev=-1.13 molar_mass_g_mol=153.0 relative_energy_kcal_mol=22.5 orbital_gap_ev=8.80 total_energy_ev=-33318.66026
O 0.716 -1.785 -1.368
C -0.171 -1.244 -0.770
C -0.016 -0.002 -0.039
C -1.223 0.513 0.632
O -2.313 -0.007 0.488
C 1.196 0.626 0.087
Cl 1.395 2.122 0.937
Cl 2.671 0.113 -0.511
H -1.177 -1.713 -0.747
H -1.078 1.377 1.292

---

Record 3
62
Properties=species:S:1:pos:R:3 method="wB97M-V/def2-TZVPD" largest_force_ev_per_a=0.82 homo_energy_ev="-11.736 / -11.787" lumo_energy_ev="-3.21 / -2.68" molar_mass_g_mol=516.4 s2=2.02 relative_energy_kcal_mol=4.4 charge=+1 orbital_gap_ev="8.52 / 9.11" multiplicity=3 total_energy_ev=-74014.45069
V 1.199 0.899 0.406
N 2.420 -0.866 0.726
C 2.213 -1.305 2.137
C 1.979 -0.073 3.003
O 2.339 -0.008 4.153
N 1.367 0.940 2.293
C 1.429 2.312 2.804
C 1.576 3.209 1.564
O 1.074 4.302 1.462
O 2.204 2.588 0.560
H 2.262 -1.626 0.075
H 3.391 -0.593 0.601
H 3.064 -1.861 2.526
H 1.330 -1.944 2.169
H 2.284 2.445 3.471
H 0.527 2.598 3.343
N -0.345 2.250 -0.467
C -1.741 1.958 -0.206
C -2.666 2.980 -0.065
C -3.994 2.661 0.168
C -4.399 1.333 0.257
C -3.464 0.320 0.137
C -2.122 0.625 -0.088
P -0.805 -0.612 -0.066
C -0.840 -1.508 -1.633
C 0.110 -2.507 -1.859
C 0.164 -3.166 -3.075
C -0.721 -2.817 -4.089
C -1.656 -1.817 -3.878
C -1.720 -1.164 -2.653
C -1.289 -1.774 1.248
C -1.357 -1.294 2.558
C -1.708 -2.142 3.593
C -1.991 -3.479 3.335
C -1.934 -3.958 2.036
C -1.589 -3.108 0.991
H -0.152 2.153 -1.462
H -0.101 3.206 -0.202
H -2.350 4.013 -0.138
H -4.720 3.456 0.283
H -5.437 1.094 0.441
H -3.770 -0.713 0.249
H 0.797 -2.806 -1.074
H 0.893 -3.950 -3.230
H -0.680 -3.329 -5.041
H -2.345 -1.545 -4.665
H -2.464 -0.392 -2.499
H -1.132 -0.257 2.774
H -1.759 -1.759 4.604
H -2.263 -4.141 4.146
H -2.167 -4.994 1.828
H -1.573 -3.497 -0.018
C 2.570 2.557 -3.280
C 2.826 1.621 -2.154
C 4.198 1.530 -1.575
O 1.899 0.956 -1.681
H 3.318 2.456 -4.066
H 2.680 3.568 -2.871
H 1.568 2.426 -3.680
H 4.963 1.895 -2.256
H 4.410 0.500 -1.294
H 4.202 2.153 -0.677

---

Record 4
43
Properties=species:S:1:pos:R:3 method="wB97M-V/def2-TZVPD" largest_force_ev_per_a=2.20 homo_energy_ev="-19.098 / -19.098" lumo_energy_ev="-12.63 / -12.89" molar_mass_g_mol=474.3 s2=3.81 relative_energy_kcal_mol=0.0 charge=+3 orbital_gap_ev="6.46 / 6.21" multiplicity=4 total_energy_ev=-58125.25321
Tc 2.372 -8.187 -9.588
F -0.973 -11.887 -13.304
C -0.396 -11.290 -12.284
F 0.276 -12.210 -11.563
F -1.373 -10.808 -11.495
C 0.563 -10.168 -12.695
C 0.958 -9.801 -14.004
C 1.904 -8.772 -14.128
C 2.469 -8.204 -12.945
N 2.158 -8.646 -11.700
C 1.181 -9.576 -11.610
S 0.935 -9.936 -9.851
H 0.536 -10.298 -14.877
H 2.291 -8.459 -15.071
H 3.201 -7.404 -12.991
C 2.288 -6.514 -6.285
P 2.552 -8.106 -7.115
C 1.570 -9.416 -6.382
C 4.269 -8.618 -6.824
C 4.853 -8.432 -5.603
C 6.128 -8.891 -5.228
C 6.776 -9.713 -6.100
C 6.206 -9.981 -7.322
C 5.001 -9.384 -7.715
P 4.348 -9.583 -9.395
C 4.258 -11.267 -9.963
C 5.585 -8.790 -10.532
H 2.422 -6.760 -5.257
H 1.293 -6.141 -6.421
H 3.060 -5.728 -6.616
H 1.783 -9.331 -5.295
H 1.994 -10.336 -6.736
H 0.512 -9.425 -6.539
H 4.274 -7.832 -4.898
H 6.429 -8.696 -4.227
H 7.752 -10.188 -5.890
H 6.769 -10.661 -7.951
H 5.269 -11.724 -9.817
H 4.076 -11.296 -11.043
H 3.578 -11.846 -9.388
H 6.489 -9.263 -10.206
H 5.669 -7.712 -10.372
H 5.394 -9.132 -11.548